Entry 1:
C5H11NO2 | ωB97M-V/def2-TZVPD

Summary:
LUMO level: -0.02875 Eh
ΔE to the lowest compared entry with this formula, charge and spin: 522.8 kJ/mol
orbital gap: 8.56 eV

Last column: natural (NBO) charge in e.
Element x y z (Å)
C (-0.109, -0.964, -1.410)  -0.74
C (-1.060, 0.025, -0.819)  0.68
N (-0.857, 0.241, 0.527)  -0.46
C (-1.425, 1.387, 1.193)  -0.43
C (0.373, -0.413, 1.164)  -0.36
C (1.377, 0.547, 0.681)  -0.01
O (2.528, -1.019, 0.044)  -0.97
O (-1.899, 0.619, -1.467)  -0.62
H (-0.016, -0.890, -2.488)  0.24
H (0.852, -0.798, -0.952)  0.26
H (-0.601, -1.890, -1.076)  0.23
H (-1.742, 1.211, 2.245)  0.20
H (-2.417, 1.623, 0.806)  0.25
H (-0.708, 2.227, 1.198)  0.18
H (0.783, -1.379, 0.795)  0.33
H (0.266, -0.442, 2.254)  0.25
H (2.447, 0.445, 0.920)  0.27
H (1.327, 1.398, -0.011)  0.21
H (3.229, -1.116, -0.610)  0.47

Atoms 1-3, force components in eV/Å:
C -0.877 -0.119 0.181
C 0.033 0.933 -0.352
N -0.336 -2.323 0.806

Entry 2:
C5H11NO2 | ωB97M-V/def2-TZVPD

Summary:
LUMO level: 0.02257 Eh
ΔE to the lowest compared entry with this formula, charge and spin: 392.9 kJ/mol
structure (SMILES): C=NCCCC=O.O
orbital gap: 10.18 eV

Last column: natural (NBO) charge in e.
Element x y z (Å)
C (0.602, 0.060, 2.101)  -0.07
N (-0.019, -0.924, 1.493)  -0.42
C (-1.196, -0.601, 0.776)  -0.27
C (-1.097, 0.591, -0.220)  -0.43
C (0.024, 0.506, -1.271)  -0.56
C (1.023, 1.513, -0.837)  0.45
O (0.821, 2.131, 0.214)  -0.54
H (0.406, 1.130, 2.274)  0.18
H (1.584, -0.234, 2.580)  0.17
H (-1.844, -0.210, 1.623)  0.21
H (-1.669, -1.556, 0.265)  0.20
H (-1.973, 0.793, -0.770)  0.21
H (-0.924, 1.662, 0.323)  0.26
H (0.542, -0.425, -1.439)  0.22
H (-0.564, 0.778, -2.139)  0.25
H (1.909, 1.584, -1.463)  0.14
O (0.774, -2.580, -1.306)  -0.94
H (1.502, -2.356, -0.770)  0.48
H (0.099, -1.862, -1.433)  0.47

Atoms 1-3, force components in eV/Å:
C 0.877 -2.930 -0.019
N 3.035 2.511 1.078
C -3.012 0.571 0.027